[1]
# C12H28BrN2O4P2S2

A 2-piece molecular cluster, C12H28BrN2O4P2S2 overall in a non-equilibrium geometry (ωB97M-V with the def2-TZVPD basis set, the OMol25 dataset).

The value obtained for the HOMO energy is -0.392 Ha. The calculation puts the LUMO energy at -3.957 eV. The net charge is +1. As for the total energy: -4937.19492 Eh. The gap between HOMO and LUMO is 6.697 eV. The molecular weight is 470.35 g mol⁻¹.

Cartesian coordinates (Å):
C (-2.9385, 0.0447, 1.4703)
C (-1.8083, -0.8422, 2.1168)
C (-1.8104, -2.2144, 1.3675)
Br (-2.8208, -3.5888, 2.3742)
P (-0.0867, -2.8161, 0.9103)
C (1.2817, -2.0224, 1.8777)
C (2.4814, -1.5042, 1.0216)
C (2.3973, 0.0531, 0.7638)
S (3.2231, 0.4371, -0.8246)
C (2.4612, 1.9443, -1.5534)
S (3.2021, 3.4049, -1.3696)
N (1.2283, 1.8788, -2.3445)
C (1.6161, 1.1066, -3.5467)
C (0.5793, 1.2004, -4.7092)
C (0.2733, 1.1386, -1.4942)
C (-1.2154, 1.3152, -1.9099)
P (0.0797, -2.6293, -1.2852)
O (1.5074, -3.3099, -1.7989)
O (-1.0711, -3.7466, -1.8204)
H (-2.6140, 0.2502, 0.4332)
H (-2.9970, 1.0110, 1.9930)
H (-3.8939, -0.4983, 1.5069)
H (-2.0966, -1.0225, 3.1623)
H (-0.8759, -0.2697, 1.9961)
H (-2.3838, -2.0564, 0.4331)
H (-0.0804, -4.2091, 1.2339)
H (1.6752, -2.8089, 2.5500)
H (0.9606, -1.2019, 2.5381)
H (3.3851, -1.6411, 1.6442)
H (2.6745, -2.0656, 0.0933)
H (2.8809, 0.5409, 1.6278)
H (1.3314, 0.3349, 0.8094)
H (1.8907, 0.0518, -3.3223)
H (2.5465, 1.5778, -3.9207)
H (1.0518, 1.1517, -5.6996)
H (0.0280, 2.1461, -4.5655)
H (-0.1611, 0.3893, -4.5771)
H (0.5275, 0.0561, -1.4927)
H (0.3649, 1.5664, -0.4774)
H (-1.7824, 0.4780, -1.4484)
H (-1.6304, 2.2336, -1.4616)
H (-1.3979, 1.2609, -2.9900)
H (1.3396, -4.1673, -2.2178)
H (-1.9576, -3.4193, -1.6366)
C (-1.1385, 2.7448, 4.1268)
N (-0.9481, 3.1562, 2.7120)
O (-1.8200, 3.8154, 2.2017)
O (0.0745, 2.7937, 2.1682)
H (-2.0884, 3.1349, 4.4764)
H (-1.1306, 1.6580, 4.1560)
H (-0.3142, 3.1586, 4.7015)

Forces on the atoms, in the same order (eV/Å):
1.08 -0.38 0.16
-1.46 0.33 -0.62
0.20 0.40 -0.02
0.58 0.52 -0.52
-0.09 -1.33 1.84
0.87 -0.19 -0.04
0.62 0.83 0.26
-0.66 -0.79 0.49
-0.23 0.02 -0.10
-0.02 2.45 0.37
-0.59 -1.77 -0.15
1.32 -1.61 1.09
0.38 0.36 -1.57
-0.35 -0.15 1.30
-1.00 0.27 -0.29
0.13 -0.41 0.65
0.02 0.46 -2.85
-1.97 0.19 0.94
1.77 0.54 1.15
-0.54 -0.04 0.42
-0.21 -0.37 -0.16
0.21 0.40 -0.09
0.68 0.12 -0.20
-0.12 -0.46 0.30
0.40 -0.32 0.32
0.01 0.60 0.10
-0.48 0.16 -0.35
-0.33 -0.40 -0.35
-0.41 -0.22 -0.33
-0.33 0.15 0.31
-0.08 0.07 -0.58
0.51 0.14 -0.39
-0.33 0.43 0.08
-0.40 -0.18 0.25
-0.20 -0.03 0.42
0.35 -0.28 -0.44
0.31 0.29 -0.45
-0.02 0.57 0.13
-0.05 -0.34 -0.42
0.22 0.34 -0.31
0.20 -0.22 -0.53
0.13 0.20 0.41
0.21 -0.26 0.03
-0.31 0.04 -0.24
-0.15 0.07 0.28
-0.17 0.04 0.23
-0.12 0.07 -0.23
0.23 -0.27 -0.20
0.03 0.02 -0.08
0.13 0.03 0.02
0.04 -0.11 -0.04

=====

[2]
# C14H30ClN4O10P

A 5-piece molecular cluster, C14H30ClN4O10P overall in a non-equilibrium geometry (ωB97M-V with the def2-TZVPD basis set, the OMol25 dataset).

The value obtained for the HOMO energy is -0.331 Ha. The calculation puts the LUMO energy at -0.074 eV. The net charge is 0. As for the total energy: -2324.03713 Eh. The gap between HOMO and LUMO is 8.927 eV. The SMILES is CCP(C)[C@H]1COC(=O)[C@@H]1CCCCl.C[N+](=O)[O-].C[N+](=O)[O-].C[N+](=O)[O-].C[N+](=O)[O-]. The molecular weight is 480.84 g mol⁻¹.

Cartesian coordinates (Å):
C (0.8390, 0.8694, 0.1242)
C (0.5479, -0.2755, -0.8486)
P (0.2885, -1.8534, 0.0815)
C (1.1695, -3.1066, -0.9664)
C (-1.4597, -2.3500, -0.1988)
C (-1.5946, -3.7911, 0.3994)
O (-2.9001, -3.8895, 0.9804)
C (-3.5685, -2.7120, 0.7339)
O (-4.7786, -2.6473, 0.6319)
C (-2.5118, -1.6256, 0.6158)
C (-3.0329, -0.2969, 0.1131)
C (-3.7248, -0.3411, -1.2512)
C (-4.0674, 1.0782, -1.6686)
Cl (-5.0517, 1.1181, -3.1427)
H (1.0973, 1.7468, -0.4599)
H (-0.0263, 1.0603, 0.7509)
H (1.6898, 0.6320, 0.7522)
H (1.4320, -0.4184, -1.4655)
H (-0.2917, -0.0233, -1.4893)
H (1.7665, -3.7624, -0.3477)
H (1.7710, -2.5869, -1.7022)
H (0.4577, -3.7243, -1.5093)
H (-1.8093, -2.4229, -1.2298)
H (-0.8812, -3.8887, 1.2203)
H (-1.3889, -4.5622, -0.3312)
H (-2.1656, -1.5174, 1.6466)
H (-2.2202, 0.4274, 0.0571)
H (-3.7458, 0.1119, 0.8262)
H (-3.0992, -0.8065, -2.0065)
H (-4.6600, -0.8847, -1.1819)
H (-3.1715, 1.6688, -1.8323)
H (-4.6147, 1.5644, -0.8674)
C (4.0126, 4.0113, 0.4749)
N (3.5849, 2.9942, -0.5259)
O (3.8773, 1.8357, -0.3276)
O (2.9624, 3.3932, -1.4856)
H (4.5486, 3.5100, 1.2697)
H (4.6464, 4.7228, -0.0437)
H (3.1180, 4.4991, 0.8482)
C (5.0761, -0.5966, 2.0559)
N (5.0292, 0.5264, 3.0317)
O (5.3962, 0.3159, 4.1634)
O (4.6160, 1.5834, 2.6116)
H (5.4617, -1.4726, 2.5626)
H (4.0631, -0.7550, 1.6982)
H (5.7215, -0.2880, 1.2399)
C (-5.4058, -5.8846, 0.0383)
N (-5.8860, -6.6575, -1.1398)
O (-5.8857, -7.8669, -1.0664)
O (-6.2408, -6.0196, -2.1051)
H (-5.1200, -6.5861, 0.8122)
H (-4.5619, -5.2881, -0.2818)
H (-6.2182, -5.2430, 0.3623)
C (4.1071, 8.5473, -0.4529)
N (3.5010, 7.4605, 0.3631)
O (2.4384, 7.0075, 0.0065)
O (4.1200, 7.0964, 1.3397)
H (3.4448, 8.7600, -1.2826)
H (4.2243, 9.4099, 0.1951)
H (5.0741, 8.1936, -0.7959)

Forces on the atoms, in the same order (eV/Å):
-0.11 -0.19 -0.47
0.17 -0.10 0.37
0.27 0.16 0.27
-0.65 0.16 -0.08
-0.18 -1.15 0.20
0.78 0.98 0.70
-0.73 0.09 -0.94
-1.42 -0.16 -0.05
1.95 -0.14 0.51
-0.60 0.10 0.09
-0.18 0.15 -0.44
-0.14 0.38 0.15
0.34 -0.12 0.36
-0.07 0.06 -0.14
-0.11 0.31 0.09
-0.05 0.20 0.18
0.08 -0.05 0.20
-0.01 -0.02 -0.25
-0.11 -0.06 -0.22
0.27 -0.04 0.06
0.31 -0.05 -0.05
-0.04 -0.07 -0.15
0.31 0.29 -0.27
0.08 -0.20 0.03
-0.41 -0.27 -0.11
0.25 0.13 0.10
0.23 -0.01 0.10
-0.06 -0.06 0.21
0.08 -0.09 -0.17
-0.04 -0.32 0.00
0.10 0.06 -0.22
-0.28 0.08 -0.04
0.06 -0.10 0.13
0.10 0.12 0.11
0.11 -0.25 -0.05
-0.14 0.10 -0.16
0.00 -0.08 -0.01
-0.06 0.05 -0.05
-0.01 0.08 -0.09
0.05 -0.16 0.03
-0.02 -0.20 -0.16
0.09 -0.04 0.21
-0.07 0.30 0.08
0.01 0.01 0.04
0.00 0.06 -0.06
-0.07 0.05 -0.05
-0.04 -0.16 0.12
0.09 0.04 0.14
0.00 -0.22 0.03
-0.07 0.15 -0.19
-0.01 -0.04 -0.02
-0.02 0.11 -0.03
0.04 0.11 -0.06
-0.06 0.06 -0.11
0.02 0.13 -0.05
-0.21 -0.09 -0.09
0.18 -0.05 0.16
-0.03 -0.03 0.00
0.07 -0.02 0.04
0.04 0.01 0.06

=====

[3]
# C51H50MgN5O3S4Sb

C51H50MgN5O3S4Sb as an isolated structure in a non-equilibrium geometry (ωB97M-V with the def2-TZVPD basis set, the OMol25 dataset).

The value obtained for the HOMO energy is -0.260 Ha. The calculation puts the LUMO energy at -0.558 eV. The net charge is 0. As for the total energy: -4506.07743 Eh. The gap between HOMO and LUMO is 6.513 eV. The molecular weight is 1055.33 g mol⁻¹.

Cartesian coordinates (Å):
Mg (0.7885, -2.8944, 0.7395)
S (7.1683, -1.3023, -0.2309)
C (5.4427, -1.5483, -0.1930)
C (4.7354, -2.0109, -1.3281)
C (3.3802, -2.1710, -1.2004)
N (2.6938, -1.9654, -0.0304)
C (3.4128, -1.5734, 1.0245)
C (4.7799, -1.3328, 0.9956)
C (7.4237, 0.0549, -1.3086)
C (7.4518, -0.0813, -2.6580)
C (8.2150, 0.8595, -3.3747)
N (8.9650, 1.8170, -2.8146)
C (8.7686, 1.9741, -1.4772)
C (7.9526, 1.1997, -0.6850)
H (5.3179, -2.2831, -2.2253)
H (2.7999, -2.4489, -2.0567)
H (2.9283, -1.3265, 2.0020)
H (5.3027, -1.0127, 1.9234)
H (6.9140, -0.8827, -3.1776)
H (8.2909, 0.7605, -4.4418)
H (9.3418, 2.7883, -1.0382)
H (7.7683, 1.3982, 0.3509)
C (2.3979, 2.7111, -1.9492)
C (1.9409, 4.0342, -1.4364)
C (2.1104, 5.1984, -2.2107)
C (1.5254, 6.4165, -1.8695)
C (0.9385, 6.5399, -0.6239)
C (0.7779, 5.3949, 0.1792)
C (1.2389, 4.1476, -0.2211)
Sb (0.4375, 2.5719, 1.0439)
C (1.6692, 3.0508, 2.8777)
C (2.8303, 3.7608, 2.5436)
C (3.7132, 4.1285, 3.5236)
C (3.5216, 3.7698, 4.8473)
C (2.3845, 3.0287, 5.1612)
C (1.4477, 2.6310, 4.1569)
C (0.3927, 1.6056, 4.5756)
C (-1.5715, 3.3700, 1.3157)
C (-1.8892, 3.6882, 2.6626)
C (-3.1766, 3.6060, 3.1761)
C (-4.1926, 3.1574, 2.2904)
C (-3.9185, 2.9697, 0.9355)
C (-2.6074, 3.0746, 0.4364)
C (-2.4063, 2.8719, -1.0312)
H (3.0746, 2.8274, -2.8027)
H (1.4929, 2.0861, -2.2678)
H (2.9108, 2.1625, -1.1487)
H (2.6712, 5.0239, -3.1288)
H (1.6450, 7.3165, -2.5228)
H (0.4807, 7.4702, -0.2174)
H (0.3026, 5.4733, 1.1527)
H (3.0553, 4.0297, 1.4910)
H (4.6204, 4.6497, 3.2132)
H (4.2052, 4.0636, 5.6529)
H (2.1736, 2.7325, 6.1702)
H (0.3718, 0.7613, 3.8571)
H (-0.6381, 2.0623, 4.6437)
H (0.6577, 1.2641, 5.5949)
H (-1.0983, 3.9777, 3.3276)
H (-3.3851, 3.7901, 4.2471)
H (-5.1735, 2.8423, 2.7136)
H (-4.7005, 2.8081, 0.1833)
H (-3.1551, 3.4796, -1.6300)
H (-2.4628, 1.8357, -1.4164)
H (-1.4204, 3.2303, -1.3688)
C (2.6781, -4.6487, 4.3539)
C (1.6726, -3.9206, 3.5008)
N (0.6226, -3.4662, 4.1740)
O (1.8229, -3.7095, 2.2384)
H (2.7070, -4.2431, 5.3699)
H (3.6477, -4.5116, 3.8976)
H (2.4519, -5.7068, 4.4142)
H (0.5415, -3.7621, 5.1379)
H (-0.2018, -3.0445, 3.7483)
C (-5.6638, -5.2186, -3.9259)
C (-4.4302, -4.9046, -3.1015)
C (-4.3032, -5.2177, -1.7739)
C (-3.1807, -4.9285, -0.9972)
C (-3.3060, -5.5047, 0.3835)
C (-2.0784, -4.2521, -1.5864)
C (-2.1794, -3.8379, -2.9775)
C (-1.1312, -3.1272, -3.7681)
C (-3.3402, -4.2120, -3.6379)
C (-0.9128, -3.8151, -0.7393)
O (-0.7919, -4.2509, 0.4757)
O (-0.0240, -2.9598, -1.1552)
H (-6.5739, -4.5762, -3.6173)
H (-5.9881, -6.2555, -3.8000)
H (-5.4458, -5.0671, -4.9805)
H (-5.0837, -5.8127, -1.2832)
H (-3.7056, -6.5109, 0.3212)
H (-4.0057, -4.9099, 1.0130)
H (-2.2606, -5.4360, 0.8143)
H (-0.2265, -3.0034, -3.1983)
H (-1.5616, -2.1498, -4.0505)
H (-0.9857, -3.6425, -4.7229)
H (-3.3671, -3.8355, -4.6864)
S (-6.2840, -0.3486, 1.9714)
C (-4.8127, -0.6554, 1.2577)
S (-3.4586, -1.1180, 2.2783)
C (-2.3108, -0.8599, 1.0010)
N (-2.9014, -0.7412, -0.1527)
N (-4.3009, -0.4927, -0.0093)
C (-5.0563, -0.2505, -1.1869)
C (-4.4017, -0.4084, -2.4302)
C (-5.0448, -0.1236, -3.6074)
C (-6.3248, 0.4849, -3.5679)
C (-6.9925, 0.6893, -2.3652)
C (-6.3440, 0.2782, -1.2000)
S (-0.5883, -0.8427, 1.3145)
H (-3.3721, -0.8561, -2.3759)
H (-4.5857, -0.3015, -4.5886)
H (-6.7778, 0.7904, -4.5319)
H (-8.0084, 1.1066, -2.3267)
H (-6.8658, 0.4581, -0.2433)

Forces on the atoms, in the same order (eV/Å):
-0.95 0.38 -0.95
0.32 -0.61 0.63
-0.47 -0.26 -0.61
0.96 0.24 0.74
-0.73 0.18 0.76
0.87 -0.27 -0.04
-0.11 0.74 0.81
0.07 0.00 0.52
0.07 0.46 1.30
0.19 0.48 -1.45
0.15 0.01 0.36
-1.12 -0.72 0.94
0.53 0.96 -0.73
0.16 -0.70 -1.27
-0.75 0.29 0.45
-0.46 -0.30 -0.13
-0.09 -0.54 -1.11
-0.41 -0.16 -0.96
0.55 0.23 0.23
0.03 0.04 -0.36
-0.15 -0.04 -0.01
0.26 -0.04 0.38
-0.73 -0.97 -0.22
-0.67 0.95 0.34
-0.17 -1.04 -0.10
0.93 0.92 -0.28
-1.16 -0.06 1.11
0.48 0.71 -0.47
-0.31 0.23 0.21
0.57 -0.49 -0.31
-0.70 0.57 -2.45
-0.36 0.10 -0.53
1.40 0.24 -0.20
-0.80 -0.18 0.72
-0.27 0.07 -1.16
0.60 -0.64 1.93
-0.57 0.81 0.09
0.45 -0.10 1.55
-0.26 -0.09 -0.49
-0.62 -0.63 -0.73
-0.22 -0.32 0.82
0.23 0.52 0.08
-0.53 -0.17 0.09
0.08 0.47 -1.66
-0.15 -0.12 0.13
1.25 0.73 0.36
-0.06 -0.08 -0.27
-0.20 0.54 -0.03
-0.14 -0.99 0.57
0.59 -0.58 -0.72
-0.10 0.24 -0.17
-0.30 -0.11 0.85
-0.19 0.01 0.24
-0.19 -0.08 -0.49
0.10 -0.13 0.42
-0.14 0.40 0.45
0.97 -0.57 -0.23
-0.25 -0.10 -0.60
0.40 0.07 0.24
0.13 -0.11 -0.82
0.66 0.66 -0.54
0.07 -0.29 0.58
0.71 -0.70 0.75
-0.23 0.25 0.58
-0.20 0.03 0.24
0.23 0.45 -0.32
-0.26 0.68 -2.13
-0.44 -0.24 0.24
-0.08 -0.66 2.97
-0.09 -0.04 -0.21
0.29 -0.16 -0.06
-0.10 -0.19 -0.15
-0.11 0.25 -0.19
0.42 0.01 -0.22
-0.93 0.70 0.68
0.34 0.72 -0.37
-0.43 -0.75 0.38
-0.24 -0.10 -0.91
1.79 1.03 1.07
-0.21 0.83 -0.49
-0.67 -1.55 2.02
-0.62 0.46 -0.42
0.00 0.85 -1.62
0.94 0.58 0.61
0.54 0.70 -1.25
-1.14 -1.65 0.55
1.54 -0.81 -0.50
0.15 0.05 0.07
-0.16 0.12 -0.05
0.12 0.34 -0.21
0.15 -0.18 0.07
0.49 -0.23 -0.39
-1.69 -0.61 0.03
0.21 0.13 -0.21
0.44 -0.08 0.22
0.21 -0.08 0.21
-0.30 -0.58 0.62
0.11 -0.29 -0.33
0.84 0.36 0.01
-0.19 0.55 0.33
-0.50 -1.08 -0.79
-0.31 1.25 0.10
0.24 -1.14 1.26
0.38 0.75 -1.46
1.31 -1.30 0.97
-0.96 0.83 -0.33
-0.01 -0.07 -0.95
0.69 -0.61 -0.53
-0.82 0.57 1.67
-0.28 -0.15 0.36
-1.19 0.59 -0.37
-0.05 0.08 0.59
0.20 -0.26 0.74
0.64 -0.15 0.02
0.48 -0.27 -0.72